Below is a molecular structure, C22H32N2OP2Ru in a non-equilibrium geometry, with properties calculated with ωB97M-V/def2-TZVPD.

XYZ file:
```
60
C22H32N2OP2Ru, DFT ωB97M-V/def2-TZVPD
C -1.065 3.530 -2.603
C -0.820 2.183 -2.330
C 0.503 1.697 -2.439
C 1.537 2.491 -3.006
C 1.241 3.854 -3.295
C -0.023 4.363 -3.061
C 2.829 1.947 -3.057
C 3.033 0.569 -2.883
C 1.967 -0.206 -2.350
C 2.080 -1.613 -2.196
C 3.348 -2.191 -2.290
C 4.452 -1.413 -2.701
C 4.296 -0.077 -3.028
H -2.057 3.948 -2.414
H 2.057 4.468 -3.678
H -0.237 5.419 -3.258
H 3.679 2.582 -3.308
H 3.487 -3.238 -2.008
H 5.438 -1.891 -2.777
H 5.124 0.536 -3.391
N 0.902 0.521 -1.717
Ru 0.244 0.081 0.691
C -1.865 1.246 -1.762
H -1.770 0.237 -2.178
H -2.880 1.608 -1.930
C 0.839 -2.406 -1.790
H -0.055 -2.087 -2.344
H 0.968 -3.485 -1.939
P -1.569 1.055 0.049
P 0.479 -2.035 -0.012
C 1.832 -2.758 0.985
H 1.576 -2.585 2.049
H 1.963 -3.840 0.794
H 2.766 -2.224 0.757
C -1.015 -2.988 0.374
H -0.878 -4.051 0.122
H -1.209 -2.870 1.454
H -1.861 -2.579 -0.195
C -1.847 2.717 0.725
H -2.798 3.137 0.378
H -1.850 2.647 1.821
H -1.028 3.380 0.436
C -3.078 0.168 0.515
H -3.162 0.131 1.607
H -3.945 0.699 0.103
H -3.049 -0.856 0.126
H 1.021 0.744 -0.631
H 0.447 1.401 1.620
C -1.569 -2.350 4.479
N -1.545 -0.892 4.545
C -2.255 -0.273 5.664
C -1.003 -0.136 3.582
O -0.484 -0.678 2.558
H -2.059 -2.640 5.416
H -0.567 -2.796 4.450
H -2.172 -2.742 3.649
H -1.597 0.389 6.257
H -3.134 0.308 5.326
H -2.601 -1.110 6.283
H -1.060 0.956 3.757
```

Values from the calculation:
lowest unoccupied orbital energy (spin up / spin down) = -7.10 / -9.13 eV
expectation value of S² = 6.0544
2S+1 = 5
total energy = -1819.1797 a.u.
charge = +2
frontier orbital gap (spin up / spin down) = 0.1845 / 0.1851 hartree

***

Below is C5H6O in the gas phase, with properties calculated with ωB97M-V/def2-TZVPD.

XYZ file:
```
12
C5H6O, DFT ωB97M-V/def2-TZVPD
C 1.720 -1.417 -0.668
C 1.123 -0.621 0.010
C -0.057 0.048 0.597
C -0.236 1.543 0.342
C -1.042 -0.776 -0.249
O -1.570 -0.350 -1.244
H 2.203 -2.124 -1.308
H -0.135 -0.197 1.665
H 0.644 2.133 0.608
H -0.465 1.687 -0.715
H -1.088 1.915 0.923
H -1.097 -1.843 0.039
```

Values from the calculation:
lowest unoccupied orbital energy = 0.83 eV
total energy = -269.2657 a.u.
SMILES = C#C[C@@H](C)C=O
charge = 0
frontier orbital gap = 0.3908 hartree

***

Below is 2 unconnected molecules or ions with the total composition CHBrNO2 in a non-equilibrium geometry, with properties calculated with ωB97M-V/def2-TZVPD.

XYZ file:
```
6
CHBrNO2, DFT ωB97M-V/def2-TZVPD
C -0.917 1.452 0.258
N 0.878 -1.236 0.259
O 2.016 -1.072 -0.203
O 0.699 -2.009 1.220
Br -2.403 1.759 -0.977
H -0.272 1.106 -0.558
```

Values from the calculation:
lowest unoccupied orbital energy (spin up / spin down) = 2.22 / 2.22 eV
total energy = -2817.7808 a.u.
charge = -1
frontier orbital gap (spin up / spin down) = 0.1952 / 0.1952 hartree

***

Below is 3 unconnected molecules or ions with the total composition C13H30BIN3O14P2 in a non-equilibrium geometry, with properties calculated with ωB97M-V/def2-TZVPD.

XYZ file:
```
64
C13H30BIN3O14P2, DFT ωB97M-V/def2-TZVPD
N 1.626 -1.467 0.446
B 0.226 -1.529 0.297
O -0.474 -2.408 1.099
C -0.434 -0.602 -0.841
C -0.268 0.865 -0.395
C 0.436 1.751 -1.399
O 0.946 2.879 -0.749
O 0.187 4.029 -1.152
O -1.584 1.236 0.051
C -2.605 0.554 -0.643
C -3.802 0.314 0.268
C -3.963 1.268 1.470
C -3.275 0.790 2.748
N -1.872 0.993 2.960
O -3.958 0.209 3.592
P -2.921 1.690 -2.168
O -2.795 3.133 -1.485
O -4.531 1.510 -2.360
N -1.923 -0.735 -1.019
P -2.405 -1.631 -2.591
O -3.830 -1.025 -2.993
I -3.001 -3.833 -1.716
H 1.868 -1.627 1.415
H 2.066 -0.598 0.177
H -1.136 -1.988 1.653
H 0.013 -0.886 -1.788
H 0.312 0.939 0.516
H -0.193 2.026 -2.237
H 1.266 1.183 -1.804
H -0.036 4.441 -0.311
H -3.827 -0.699 0.666
H -4.696 0.411 -0.333
H -5.017 1.262 1.696
H -3.707 2.286 1.206
H -1.330 0.538 2.248
H -1.631 1.973 2.967
H -3.145 3.204 -0.591
H -5.032 1.976 -1.678
H -2.201 -1.388 -0.279
H -4.392 -0.712 -2.272
C 3.852 2.796 1.321
O 3.872 3.252 2.672
C 2.708 3.115 3.295
O 1.701 2.651 2.812
O 2.840 3.567 4.530
C 1.660 3.482 5.336
H 4.847 2.941 0.912
H 3.605 1.735 1.288
H 3.132 3.366 0.739
H 1.345 2.446 5.446
H 0.858 4.076 4.904
H 1.927 3.885 6.307
C 4.996 -5.752 -4.007
O 3.691 -5.902 -3.434
C 3.217 -4.812 -2.856
O 3.766 -3.746 -2.776
O 2.004 -5.091 -2.369
C 1.395 -3.990 -1.712
H 5.249 -6.715 -4.438
H 4.987 -4.994 -4.786
H 5.722 -5.494 -3.240
H 1.262 -3.155 -2.405
H 1.982 -3.676 -0.855
H 0.420 -4.319 -1.359
```

Values from the calculation:
lowest unoccupied orbital energy = -3.63 eV
total energy = -2736.0407 a.u.
charge = +1
frontier orbital gap = 0.3366 hartree

***

Below is 2 unconnected molecules or ions with the total composition C4H7NS in a non-equilibrium geometry, with properties calculated with ωB97M-V/def2-TZVPD.

XYZ file:
```
13
C4H7NS, DFT ωB97M-V/def2-TZVPD
C 2.558 -1.113 0.352
C -1.167 0.677 -0.170
C -0.127 1.404 -0.951
C -2.429 0.079 -0.659
N 2.327 -0.024 0.893
S -0.667 2.370 0.389
H 1.808 -1.505 -0.384
H 3.416 -1.779 0.679
H -0.677 0.068 0.653
H 3.083 0.155 1.541
H -3.239 0.019 0.010
H -2.165 -0.903 -0.816
H -2.721 0.551 -1.539
```

Values from the calculation:
lowest unoccupied orbital energy = 0.02 eV
total energy = -609.3802 a.u.
charge = 0
frontier orbital gap = 0.3252 hartree

***

Below is a molecular structure, C8H21BrIOP2Tc in a non-equilibrium geometry, with properties calculated with ωB97M-V/def2-TZVPD.

XYZ file:
```
35
C8H21BrIOP2Tc, DFT ωB97M-V/def2-TZVPD
C -1.887 -3.317 -1.632
I 0.132 -2.557 -1.028
H -2.494 -2.549 -2.140
H -2.419 -3.714 -0.748
H -1.656 -4.145 -2.343
Tc 0.249 -0.260 0.234
P -1.538 0.547 1.498
C -1.695 -0.441 3.037
C -1.633 2.284 2.150
H -2.543 2.450 2.758
H -3.989 0.482 1.391
H -1.639 2.982 1.300
H -3.240 1.169 -0.086
H -0.842 -0.231 3.691
H -0.752 2.490 2.764
C -3.164 0.386 0.672
H -2.630 -0.228 3.571
H -3.213 -0.590 0.183
H -1.670 -1.502 2.765
P 1.842 0.488 -1.269
C 3.316 -0.586 -1.057
C 1.394 0.286 -3.038
H 1.775 2.910 -1.478
H 3.347 2.274 -2.064
H 3.018 2.405 -0.310
C 2.574 2.183 -1.282
H 0.701 1.086 -3.313
H 2.287 0.358 -3.672
H 4.026 -0.423 -1.875
H 3.018 -1.641 -1.050
H 0.909 -0.680 -3.195
H 3.801 -0.358 -0.101
C 1.222 -1.210 1.576
O 1.828 -1.863 2.335
Br 1.571 1.517 1.759
```

Values from the calculation:
lowest unoccupied orbital energy (spin up / spin down) = -13.45 / -14.69 eV
expectation value of S² = 3.7750
2S+1 = 4
total energy = -4026.7043 a.u.
charge = +3
frontier orbital gap (spin up / spin down) = 0.2375 / 0.2331 hartree

***

Below is a molecular structure, C5H7NO, with properties calculated with ωB97M-V/def2-TZVPD.

XYZ file:
```
14
C5H7NO, DFT ωB97M-V/def2-TZVPD
O 1.591 -0.641 -1.095
C 1.094 -0.208 0.144
C 0.387 1.125 0.261
C -1.036 0.931 -0.115
C -1.245 -0.513 -0.522
C -0.246 -0.786 0.607
N -0.581 0.572 1.255
H 2.543 -0.765 -1.025
H 1.837 -0.300 0.946
H 0.822 2.112 0.390
H -1.699 1.776 -0.278
H -0.984 -0.832 -1.535
H -2.249 -0.850 -0.249
H -0.291 -1.699 1.201
```

Values from the calculation:
lowest unoccupied orbital energy = 0.76 eV
total energy = -324.6176 a.u.
charge = 0
frontier orbital gap = 0.3805 hartree

***

Below is 2 unconnected molecules or ions with the total composition C3H9NS2 in a non-equilibrium geometry, with properties calculated with ωB97M-V/def2-TZVPD.

XYZ file:
```
15
C3H9NS2, DFT ωB97M-V/def2-TZVPD
N -0.008 -0.404 1.222
C 0.124 0.761 0.350
C 1.402 0.785 -0.470
C -1.178 0.770 -0.388
S -2.393 1.365 0.770
S -0.068 -2.760 -0.649
H -0.258 -1.247 0.639
H 0.839 -0.627 1.738
H 0.099 1.557 1.115
H 2.245 0.400 0.102
H 1.644 1.782 -0.810
H 1.264 0.114 -1.319
H -1.527 -0.204 -0.727
H -1.260 1.448 -1.244
H -0.924 -3.741 -0.329
```

Values from the calculation:
lowest unoccupied orbital energy = -4.29 eV
total energy = -970.6432 a.u.
charge = 0
frontier orbital gap = 0.1357 hartree